(1)
Density functional theory data (ωB97M-V with the def2-TZVPD basis set) for a cluster of 2 separate species, C4H11N2 in total.

Geometry as XYZ:
```
17
Properties=species:S:1:pos:R:3:forces:R:3
C -0.9104 -2.5708 0.3167 0.10 -0.09 -0.17
C -0.1654 -1.4961 1.0982 -0.03 -0.28 -0.17
C 1.3144 0.0387 -0.0853 0.59 0.21 0.34
N 0.1575 -0.3539 0.2292 0.14 -0.38 -0.09
H -1.7530 -2.1568 -0.2360 -0.20 -0.09 0.22
H -0.2811 -3.0852 -0.4116 0.21 0.25 0.04
H -1.2316 -3.3449 1.0108 -0.28 0.14 0.03
H -0.7634 -1.0908 1.9122 -0.03 -0.10 0.07
H 0.7637 -1.9099 1.4838 0.07 0.24 0.13
H 1.4324 0.8737 -0.7601 -0.17 -0.03 -0.15
H 2.1824 -0.4136 0.3811 -0.05 -0.19 -0.11
H -0.6134 0.1383 -0.2091 -0.30 0.36 -0.27
C 0.2192 3.1829 -0.6716 -0.29 0.17 0.07
N -0.4268 2.2609 -1.2610 0.70 0.42 -0.08
H 0.9497 2.9777 0.1105 -0.17 -0.20 0.15
H 0.0611 4.2398 -0.8826 0.20 0.01 -0.17
H -0.9353 2.7101 -2.0252 -0.49 -0.42 0.17
```
Positions in Å, forces in eV/Å.

Computed properties:
energy relative to the best compared isomer or geometry (same formula, charge and spin) = 197.9 kJ/mol
net charge = +1
LUMO energy = -0.16823 hartree
frontier orbital gap = 0.37278 Ha
HOMO energy = -14.721 eV

Atom charges from the Löwdin analysis, given in e for atoms 1 to 5: C -0.06; C -0.17; C 0.16; N 0.05; H 0.09

=====

(2)
Density functional theory data (ωB97M-V with the def2-TZVPD basis set) for a cluster of 2 separate species, C4H11N2 in total at a distorted geometry.

Geometry as XYZ:
```
17
Properties=species:S:1:pos:R:3:forces:R:3
C -0.9841 1.2987 -0.7723 -1.12 -0.67 0.26
C 0.4045 -0.6048 -0.7318 -2.84 -5.73 0.30
C -0.7982 0.0318 -0.3139 0.08 1.74 1.18
C -1.6561 -0.5285 0.8203 0.39 4.03 0.72
N 2.0237 1.0682 0.7596 0.79 -1.61 -5.21
N 0.4684 -1.9575 -0.7616 0.63 2.06 -0.39
H -1.8853 1.7803 -0.3319 0.79 0.07 -0.85
H -0.4342 1.7811 -1.6053 -0.19 -0.32 0.89
H 1.1512 -0.1031 -1.1739 2.51 1.61 -1.66
H -1.0819 -0.5337 1.7597 -0.02 -0.29 -0.37
H -2.1019 -1.4271 0.6527 -1.05 -2.73 -0.60
H -2.5012 0.2096 1.0228 1.04 -0.96 -0.40
H 1.8432 1.2318 1.6492 -1.18 1.21 4.98
H 3.0058 1.1055 0.6066 0.94 -0.18 0.12
H 1.1119 -2.5236 -1.3054 0.73 0.87 0.14
H -0.2192 -2.5863 -0.4097 -1.05 0.29 0.69
H 1.6535 1.7575 0.1350 -0.46 0.60 0.19
```
Positions in Å, forces in eV/Å.

Computed properties:
energy relative to the best compared isomer or geometry (same formula, charge and spin) = 231.3 kJ/mol
net charge = +1
LUMO energy = -0.19198 hartree
frontier orbital gap = 0.33097 Ha
HOMO energy = -14.230 eV

Atom charges from the Löwdin analysis, given in e for atoms 1 to 5: C 0.14; C -0.01; C -0.32; C -0.02; N 0.10

=====

(3)
Density functional theory data (ωB97M-V with the def2-TZVPD basis set) for the ion C4H11N2 with charge +1 at a distorted geometry.

Geometry as XYZ:
```
17
Properties=species:S:1:pos:R:3:forces:R:3
C 0.4031 -2.3361 -0.3453 -2.48 2.18 0.73
C -0.7543 -1.4305 0.4604 1.81 0.52 -2.72
C -0.8208 0.1293 -0.0723 -1.39 -4.24 2.12
N 0.3778 0.7585 -0.4986 4.17 -0.48 -3.77
C 0.5347 2.0772 -0.5376 -0.07 0.10 3.36
N 0.3138 2.5310 0.7225 1.69 -2.19 0.01
H 1.4300 -2.1408 0.0538 -1.07 -0.42 -0.18
H 0.2550 -1.8084 -1.2812 0.73 -0.91 -0.96
H 0.0712 -3.3811 -0.3807 0.54 0.39 -0.08
H -0.3160 -1.3479 1.3654 0.50 -0.09 3.58
H -1.8109 -1.7841 0.4675 1.10 0.00 -0.04
H -1.2446 0.6341 0.8091 -0.16 0.16 -0.99
H -1.4996 -0.1494 -0.8639 -0.30 1.54 -0.79
H 1.2113 0.2771 -1.0383 -3.03 0.46 0.78
H 0.9210 2.6783 -1.3907 -0.33 -0.43 0.69
H 0.2124 3.4392 1.0641 -0.17 1.90 -0.09
H 0.7160 1.8538 1.4658 -1.56 1.52 -1.65
```
Positions in Å, forces in eV/Å.

Computed properties:
energy relative to the best compared isomer or geometry (same formula, charge and spin) = 347.0 kJ/mol
net charge = +1
LUMO energy = -0.18921 hartree
frontier orbital gap = 0.34063 Ha
SMILES string = CCCNC=[NH2+]
HOMO energy = -14.418 eV

Atom charges from the Löwdin analysis, given in e for atoms 1 to 5: C -0.06; C -0.14; C -0.18; N -0.01; C -0.06

=====

(4)
Density functional theory data (ωB97M-V with the def2-TZVPD basis set) for a cluster of 2 separate species, C4H11N2 in total at a distorted geometry.

Geometry as XYZ:
```
17
Properties=species:S:1:pos:R:3:forces:R:3
C 0.4588 0.2426 -0.5059 -1.09 2.71 0.18
C -2.5394 0.1028 -0.2949 -0.06 -3.71 -1.50
C 1.9857 1.1027 1.1039 2.07 0.34 -0.10
C 1.8177 -1.2063 0.5475 1.37 -0.72 1.64
N -3.0204 -0.4953 -1.3382 0.59 -0.97 -0.13
N 1.4618 0.0263 0.3415 -1.24 -2.82 -0.74
H 0.1960 -0.4993 -1.1665 -0.44 -1.55 -1.30
H 0.3062 1.2655 -0.7379 -0.10 0.63 -0.57
H -2.3011 -0.5273 0.4878 0.64 -0.99 1.58
H -2.5333 1.0738 -0.1530 -0.13 4.73 0.31
H 3.0087 0.8648 1.3758 -0.01 -0.44 0.51
H 2.1912 1.9229 0.4260 -0.92 0.59 0.22
H 1.3842 1.2263 1.9728 -0.43 0.79 0.48
H 1.4528 -2.0860 0.0605 -0.60 0.27 -0.74
H 2.3597 -1.4338 1.4361 0.82 0.20 0.29
H -2.8904 -1.5136 -1.3611 -0.48 0.62 -0.19
H -3.3382 -0.0661 -2.1945 0.04 0.32 0.07
```
Positions in Å, forces in eV/Å.

Computed properties:
energy relative to the best compared isomer or geometry (same formula, charge and spin) = 478.6 kJ/mol
net charge = +1
LUMO energy (spin up / spin down) = -0.16294 / -0.18398 hartree
frontier orbital gap (spin up / spin down) = 0.24367 / 0.20113 Ha
HOMO energy (spin up / spin down) = -11.065 / -10.480 eV

Atom charges from the Löwdin analysis, given in e for atoms 1 to 5: C -0.04; C 0.09; C -0.01; C 0.06; N 0.16

=====

(5)
Density functional theory data (ωB97M-V with the def2-TZVPD basis set) for the ion C4H11N2 with charge +1 at a distorted geometry.

Geometry as XYZ:
```
17
Properties=species:S:1:pos:R:3:forces:R:3
N 1.2866 0.5870 1.6306 -1.29 -1.42 -0.18
C 1.3909 0.9668 0.2225 0.98 3.78 0.73
C 1.1718 -0.1972 -0.7173 2.00 -3.01 0.44
C -0.1091 -0.8438 -0.3483 0.38 0.01 0.46
C -1.3198 -0.9132 -0.9806 -1.04 -0.09 -0.98
N -2.4785 -0.1234 -0.3386 0.47 -0.97 1.11
H 1.7616 1.1970 2.2716 0.18 0.30 -0.10
H 1.7035 -0.3480 1.7177 -0.11 0.60 0.28
H 0.8173 1.8950 -0.0954 -0.44 -1.28 0.78
H 2.3877 1.4772 0.2302 -0.08 -1.15 -1.53
H 1.9801 -0.8699 -0.3340 -0.30 -0.02 -0.58
H 1.3867 -0.0580 -1.7583 -0.28 0.55 -0.48
H -0.0668 -1.2809 0.6511 -0.62 1.95 1.17
H -1.7465 -1.8108 -1.4463 0.65 1.07 -1.60
H -3.1312 0.1115 -1.0885 -0.23 -0.58 0.05
H -2.9287 -0.5785 0.4671 -0.38 0.37 -0.08
H -2.1055 0.7891 -0.0833 0.12 -0.11 0.50
```
Positions in Å, forces in eV/Å.

Computed properties:
energy relative to the best compared isomer or geometry (same formula, charge and spin) = 551.5 kJ/mol
net charge = +1
LUMO energy = -0.20508 hartree
frontier orbital gap = 0.25535 Ha
SMILES string = NCC/C=C/[NH3+]
HOMO energy = -12.529 eV

Atom charges from the Löwdin analysis, given in e for atoms 1 to 5: N -0.02; C -0.30; C -0.17; C -0.06; C -0.06

=====

(6)
Density functional theory data (ωB97M-V with the def2-TZVPD basis set) for the ion C4H11N2 with charge +1 at a distorted geometry.

Geometry as XYZ:
```
17
Properties=species:S:1:pos:R:3:forces:R:3
N 2.1598 -0.5582 -0.9597 -0.08 0.15 0.22
C 1.4344 0.6266 -1.3877 -0.74 0.27 -0.63
C 0.3820 1.0994 -0.3470 0.63 -0.66 -1.86
C -0.5307 -0.0652 -0.0255 -0.08 0.86 1.37
C -1.5506 0.1225 0.8103 1.24 -0.08 0.56
N -2.0147 -0.9618 1.7039 -0.85 -0.51 0.53
H 2.7216 -0.3885 -0.1321 0.07 0.12 -0.11
H 2.7885 -0.8404 -1.6993 0.06 -0.19 0.05
H 0.8678 0.3488 -2.2896 0.09 -0.09 0.17
H 2.0432 1.4724 -1.7369 0.10 -0.04 0.48
H 0.9261 1.4906 0.5210 -0.56 -0.14 0.12
H -0.1804 1.8857 -0.8551 0.01 0.23 0.42
H -0.2039 -1.0507 -0.3342 0.06 -0.13 0.05
H -1.8378 1.0618 1.2661 0.02 0.16 -0.43
H -1.4659 -1.8253 1.7101 -0.03 -0.01 -0.70
H -3.0117 -1.1849 1.6022 0.12 -0.18 -0.15
H -1.9150 -0.6461 2.6740 -0.06 0.23 -0.08
```
Positions in Å, forces in eV/Å.

Computed properties:
energy relative to the best compared isomer or geometry (same formula, charge and spin) = 207.5 kJ/mol
net charge = +1
LUMO energy = -0.14000 hartree
frontier orbital gap = 0.32796 Ha
SMILES string = NCC/C=C/[NH3+]
HOMO energy = -12.734 eV

Atom charges from the Löwdin analysis, given in e for atoms 1 to 5: N -0.01; C -0.30; C -0.16; C -0.05; C -0.08